No. 1
A gas-phase ion, C4H9N2O (charge +1) at a distorted geometry. Source: the Open Molecules 2025 dataset; level of theory: ωB97M-V with the def2-TZVPD basis set.

The geometry in XYZ format:
```
16
C4H9N2O (ωB97M-V with the def2-TZVPD basis set)
C 0.27 -1.54 0.36
N -0.39 -0.84 -0.76
C 0.27 0.45 -1.01
C 0.31 1.08 0.29
N -1.05 1.09 0.79
C 0.00 0.39 1.62
O -0.15 -0.96 1.57
H 0.09 -2.63 0.42
H 1.40 -1.40 0.40
H -0.33 -1.41 -1.56
H -0.41 0.97 -1.71
H 1.30 0.37 -1.38
H 0.96 1.86 0.35
H -1.38 2.01 1.26
H -1.60 0.52 0.14
H 0.20 0.78 2.53
```

SMILES string: C1NC[C@H]2[NH2+][C@H]2O1
Charge: +1
Relative energy (zero: lowest compared OMol25 entry of this formula, charge and spin), kcal per mole: 77.5


No. 2
A molecular structure, C12H18B3F12LiO9 at a distorted geometry. Source: the Open Molecules 2025 dataset; level of theory: ωB97M-V with the def2-TZVPD basis set.

The geometry in XYZ format:
```
55
C12H18B3F12LiO9 (ωB97M-V with the def2-TZVPD basis set)
Li 16.52 -7.67 8.87
B 16.30 -4.56 8.64
F 16.84 -3.81 7.56
F 15.98 -5.83 8.06
F 17.27 -4.67 9.62
F 15.15 -4.02 9.24
B 19.93 -6.87 8.44
F 20.40 -7.34 7.19
F 20.73 -7.50 9.46
F 20.18 -5.50 8.56
F 18.60 -7.21 8.66
B 16.78 -7.17 12.16
F 17.69 -6.36 12.84
F 17.44 -7.57 10.95
F 16.39 -8.35 12.84
F 15.63 -6.44 11.88
C 18.14 -12.13 5.76
C 17.26 -11.23 4.93
C 15.74 -11.38 5.09
O 15.25 -10.25 5.71
C 16.28 -9.43 6.05
O 16.14 -8.38 6.56
O 17.44 -9.90 5.52
H 18.06 -13.17 5.42
H 18.00 -12.05 6.83
H 19.16 -11.77 5.61
H 17.46 -11.16 3.86
H 15.53 -12.30 5.66
H 15.28 -11.59 4.12
C 11.63 -11.64 10.35
C 12.10 -10.60 9.34
C 11.39 -9.27 9.57
O 12.34 -8.27 9.28
C 13.57 -8.82 9.37
O 14.61 -8.26 9.40
O 13.45 -10.16 9.54
H 11.67 -11.16 11.33
H 12.39 -12.42 10.45
H 10.61 -11.96 10.16
H 12.15 -10.85 8.27
H 11.03 -9.20 10.60
H 10.56 -9.15 8.86
C 21.31 -10.21 8.89
C 20.03 -11.01 9.09
C 19.64 -11.39 10.53
O 18.27 -11.05 10.63
C 17.92 -10.25 9.60
O 16.85 -9.79 9.36
O 18.97 -10.10 8.79
H 21.51 -9.50 9.70
H 21.11 -9.47 8.11
H 22.20 -10.82 8.76
H 19.95 -11.85 8.40
H 20.27 -10.74 11.14
H 19.81 -12.42 10.80
```

Charge: -2
Relative energy (zero: lowest compared OMol25 entry of this formula, charge and spin), kcal per mole: 53.6


No. 3
A molecular structure, C5H9NO at a distorted geometry. Source: the Open Molecules 2025 dataset; level of theory: ωB97M-V with the def2-TZVPD basis set.

The geometry in XYZ format:
```
16
C5H9NO (ωB97M-V with the def2-TZVPD basis set)
C -0.56 0.55 0.53
C 0.19 0.33 -2.02
C -0.36 -0.51 -0.88
N -1.79 0.22 1.20
C 0.63 -0.13 0.91
C 1.69 -0.19 1.69
O -1.25 -1.36 -1.01
H -0.46 1.59 0.23
H -2.43 -0.16 0.51
H -1.66 -0.53 1.87
H 0.81 -0.97 -0.22
H 0.60 -0.33 -2.78
H 0.98 1.00 -1.67
H -0.62 0.92 -2.45
H 2.48 -0.92 1.55
H 1.75 0.48 2.54
```

Relative energy (zero: lowest compared OMol25 entry of this formula, charge and spin), kcal per mole: 116.8


No. 4
A molecular structure, C31H36MnN4O4S3. Source: the Open Molecules 2025 dataset; level of theory: ωB97M-V with the def2-TZVPD basis set.

The geometry in XYZ format:
```
79
C31H36MnN4O4S3 (ωB97M-V with the def2-TZVPD basis set)
Mn 0.23 -0.72 0.62
C 2.90 -3.16 2.73
C 2.47 -2.12 1.74
O 1.20 -1.88 1.74
C 3.38 -1.51 0.92
C 3.07 -0.53 -0.06
C 4.18 0.02 -0.91
N 1.86 -0.09 -0.24
N 1.64 0.84 -1.27
C 0.39 1.07 -1.40
O -0.53 0.47 -0.65
C -0.10 2.06 -2.38
C 0.79 2.90 -3.04
C 0.32 3.83 -3.95
C -1.04 3.94 -4.20
C -1.93 3.10 -3.55
C -1.46 2.16 -2.64
H 2.35 -3.04 3.66
H 3.97 -3.12 2.92
H 2.66 -4.15 2.33
H 4.42 -1.79 1.02
H 5.13 -0.42 -0.64
H 4.23 1.10 -0.80
H 3.97 -0.18 -1.97
H 1.85 2.81 -2.83
H 1.02 4.49 -4.46
H -1.41 4.67 -4.91
H -2.99 3.17 -3.75
H -2.15 1.49 -2.14
O -1.55 -1.45 1.19
S -2.76 -1.43 0.26
C -3.46 -3.09 0.49
C -2.44 -4.15 0.08
C -2.08 -4.12 -1.41
C -0.69 -4.67 -1.74
S 0.55 -3.72 -0.80
O 0.09 -2.29 -0.98
C 1.95 -3.91 -1.89
C 2.72 -5.07 -1.80
C 3.82 -5.20 -2.63
C 4.16 -4.17 -3.50
C 3.40 -3.02 -3.56
C 2.28 -2.87 -2.74
C -3.97 -0.46 1.12
C -3.81 -0.23 2.48
C -4.75 0.56 3.13
C -5.82 1.10 2.43
C -5.95 0.86 1.07
C -5.02 0.08 0.40
H -4.37 -3.11 -0.11
H -3.72 -3.17 1.54
H -2.84 -5.13 0.36
H -1.55 -4.01 0.71
H -2.12 -3.10 -1.79
H -2.81 -4.69 -1.98
H -0.47 -4.56 -2.80
H -0.57 -5.71 -1.45
H 2.46 -5.85 -1.10
H 4.43 -6.09 -2.58
H 5.03 -4.28 -4.14
H 3.67 -2.22 -4.24
H 1.68 -1.97 -2.76
H -2.95 -0.63 3.00
H -4.64 0.75 4.19
H -6.54 1.71 2.94
H -6.79 1.29 0.52
H -5.11 -0.09 -0.66
S 0.08 1.04 2.63
C -1.11 2.17 2.24
N -1.83 2.23 1.11
C -2.63 3.46 1.06
C -2.66 3.87 2.54
N -1.49 3.17 3.05
H -1.53 1.72 0.29
H -3.62 3.27 0.66
H -2.13 4.21 0.44
H -3.57 3.51 3.03
H -2.58 4.95 2.68
H -1.19 3.19 4.01
```

Spin multiplicity: 5
Expectation value of S²: 6.0497
Charge: +1
Relative energy (zero: lowest compared OMol25 entry of this formula, charge and spin), kcal per mole: 0.0


No. 5
2 unconnected molecules or ions with the total composition C4H13N4. Source: the Open Molecules 2025 dataset; level of theory: ωB97M-V with the def2-TZVPD basis set.

The geometry in XYZ format:
```
21
C4H13N4 (ωB97M-V with the def2-TZVPD basis set)
C -2.65 -0.64 1.51
N -1.48 -1.12 0.84
C -0.31 -1.46 1.50
N 0.70 -2.13 0.79
H -3.54 -1.04 1.03
H -2.73 0.46 1.46
H -2.60 -0.94 2.55
H -1.45 -1.04 -0.17
H -0.17 -1.25 2.54
H 0.71 -1.96 -0.20
H 1.64 -1.99 1.13
C -0.41 2.44 -0.93
N 0.57 1.39 -0.72
C 1.53 1.09 -1.63
N 2.43 0.22 -1.42
H -0.18 3.34 -0.35
H -0.46 2.72 -1.97
H -1.40 2.10 -0.63
H 0.73 1.16 0.25
H 1.43 1.66 -2.55
H 3.03 0.16 -2.24
```

Spin multiplicity: 2
Expectation value of S²: 0.7533
Relative energy (zero: lowest compared OMol25 entry of this formula, charge and spin), kcal per mole: 0.0


No. 6
A single C3H16Si5 molecule at a distorted geometry. Source: the Open Molecules 2025 dataset; level of theory: ωB97M-V with the def2-TZVPD basis set.

The geometry in XYZ format:
```
24
C3H16Si5 (ωB97M-V with the def2-TZVPD basis set)
C 2.52 -0.69 -0.16
C 0.66 1.69 -0.74
C 2.79 1.89 1.50
Si -2.41 -1.86 -0.71
Si -4.11 -2.05 -2.20
Si -2.22 -0.41 1.12
Si -0.20 0.06 2.09
Si 1.52 0.72 0.67
H 3.07 -1.26 0.58
H 1.85 -1.37 -0.68
H 3.23 -0.31 -0.89
H -0.04 1.05 -1.28
H 0.09 2.53 -0.34
H 1.37 2.09 -1.46
H 3.51 2.27 0.78
H 2.30 2.75 1.95
H 3.34 1.39 2.28
H -2.13 -3.22 -0.21
H -1.22 -1.55 -1.54
H -4.40 -0.93 -3.11
H -5.46 -2.48 -1.78
H -2.77 0.88 0.63
H -3.25 -0.83 2.10
H 0.27 -1.11 2.89
```

Relative energy (zero: lowest compared OMol25 entry of this formula, charge and spin), kcal per mole: 0.0